Computed, not measured: an isolated ion of composition C5H13N2 and charge +1, with the ωB97M-V functional and the def2-TZVPD basis.

The geometry in XYZ format:
```
20
Properties=species:S:1:pos:R:3:lowdin_charge:R:1
C 1.6074 -1.3923 2.1719 -0.122
C 0.4570 -1.0356 1.0911 -0.232
C -0.0019 0.4401 1.3207 -0.196
C 0.0889 1.2371 0.0195 -0.143
N -1.0830 1.0465 -1.0105 0.083
C -0.7417 0.5101 -2.2526 -0.048
N -1.7863 0.2713 -3.0624 0.173
H 2.5898 -0.8831 1.7718 0.091
H 1.8554 -2.5050 2.1596 0.076
H 1.6844 -1.0706 3.2605 0.084
H -0.3617 -1.7817 1.2143 0.104
H 0.8439 -1.1946 0.0533 0.094
H 0.8029 1.0320 1.9381 0.156
H -0.9569 0.5599 1.7385 0.090
H 0.0469 2.3249 0.0362 0.116
H 1.0693 0.9290 -0.4825 0.140
H -1.9863 1.4539 -1.0571 0.131
H 0.1593 -0.0190 -2.3473 0.140
H -2.7707 0.4349 -2.8028 0.159
H -1.5166 -0.3579 -3.7603 0.105
```

The frontier orbital gap is 10.13 eV. For the relative energy (zero: lowest compared OMol25 entry of this formula, charge and spin), the calculation gives 63.1 kcal per mole. As for the total charge: +1. Its SMILES is CCCC/[NH+]=C/N. The calculation puts the HOMO energy at -14.5 eV.

***

Computed, not measured: a 2-piece molecular cluster, C16H20N3O8 overall, with the ωB97M-V functional and the def2-TZVPD basis.

The geometry in XYZ format:
```
47
Properties=species:S:1:pos:R:3:lowdin_charge:R:1
C 5.1146 -0.7734 2.2090 -0.089
C 4.4021 -0.5022 0.8284 -0.380
C 4.8318 -1.5372 -0.3183 -0.072
C 2.8271 -0.3514 0.9045 -0.302
C 2.4882 1.1668 1.1852 -0.071
C 2.1131 -1.3761 1.8678 -0.134
O 0.9625 -2.0032 1.2645 0.004
C -0.2027 -1.3585 1.5363 -0.188
C -0.6163 -0.4130 2.5345 0.039
N -2.0073 -0.1620 2.2862 0.145
C -2.4221 -0.9132 1.2111 -0.080
C -3.8318 -1.0164 0.5851 -0.071
O -4.7919 -0.2151 1.3251 -0.101
N -4.5611 1.0946 0.8761 -0.019
O -4.7885 1.8656 1.7309 0.080
N -1.3445 -1.6337 0.7449 -0.017
O -1.2514 -2.4926 -0.2877 0.133
H 6.2362 -0.7196 2.1631 0.083
H 4.8828 -1.8361 2.5361 0.074
H 4.6576 -0.1078 2.9873 0.076
H 4.7927 0.4955 0.4633 0.123
H 4.0237 -2.2791 -0.5526 0.078
H 4.9654 -0.9238 -1.2610 0.085
H 5.8339 -1.9995 -0.1142 0.073
H 2.4401 -0.5759 -0.1377 0.153
H 3.1271 1.8453 0.5453 0.087
H 2.7204 1.3986 2.2618 0.080
H 1.4224 1.4178 0.9039 0.088
H 2.8548 -2.2095 2.0524 0.130
H 1.9304 -0.9077 2.8704 0.124
H 0.0198 0.0117 3.3337 0.125
H -2.6222 0.4462 2.8333 0.168
H -3.7965 -0.6124 -0.4672 0.109
H -4.1999 -2.0803 0.5136 0.156
H -1.3566 -3.4108 0.0445 0.160
C -2.0248 2.0107 -4.5275 -0.036
C -2.4203 3.2253 -4.0090 -0.457
C -3.3628 3.1041 -2.8010 -0.374
O -3.7692 4.0673 -2.1514 -0.014
C -3.8068 1.7666 -2.4034 -0.039
C -3.4215 0.5644 -2.9310 -0.440
C -2.3961 0.6802 -4.0702 -0.398
O -1.8760 -0.3001 -4.6170 -0.046
O -3.8058 -0.5968 -2.5826 -0.121
O -2.0989 4.3723 -4.4022 -0.077
H -1.3491 1.9974 -5.3769 0.086
H -4.5228 1.7770 -1.5874 0.063
```

The frontier orbital gap is 3.24 eV. As for the total charge: -1. The calculation puts the HOMO energy at -2.0 eV.

***

Computed, not measured: a 2-piece molecular cluster, C2H3ClO2S overall, with the ωB97M-V functional and the def2-TZVPD basis.

The geometry in XYZ format:
```
9
Properties=species:S:1:pos:R:3:lowdin_charge:R:1
C -1.0857 -0.6463 -0.0817 -0.281
C 2.2531 0.4954 -0.8322 -0.573
O 0.3078 0.5881 1.6043 -0.622
O 2.4506 1.4907 -0.1353 -0.080
S -0.5696 0.8445 0.4346 0.833
Cl 2.6754 -1.0154 0.0326 0.508
H -1.7959 -0.7891 -0.8920 0.015
H -0.4914 -1.4847 0.4778 0.068
H 2.7068 1.3980 0.8276 0.132
```

The frontier orbital gap is 8.83 eV. For the relative energy (zero: lowest compared OMol25 entry of this formula, charge and spin), the calculation gives 81.3 kcal per mole. The calculation puts the HOMO energy at -9.4 eV.

***

Computed, not measured: a 2-piece molecular cluster, C4H9NO overall, with the ωB97M-V functional and the def2-TZVPD basis.

The geometry in XYZ format:
```
15
Properties=species:S:1:pos:R:3:lowdin_charge:R:1
C -2.1161 0.7223 -1.3399 -0.046
C -2.2049 0.4967 -0.0298 -0.288
N -1.2296 -0.1565 0.7427 0.025
H -1.1584 1.0034 -1.7689 0.037
H -2.9684 0.9439 -1.9729 0.034
H -2.8586 0.9812 0.6986 0.104
H -0.6571 -0.8634 0.2794 0.057
H -1.5311 -0.6460 1.5726 0.081
C 1.8111 0.8671 -0.0469 -0.056
C 2.1476 -0.5774 0.2381 -0.300
O 1.3616 -1.4890 0.2847 0.023
H 0.8129 0.9694 -0.4768 0.048
H 2.6334 1.3927 -0.5481 0.079
H 1.7669 1.4303 0.8976 0.091
H 3.1675 -0.6920 0.6419 0.112
```

The frontier orbital gap is 8.85 eV. For the relative energy (zero: lowest compared OMol25 entry of this formula, charge and spin), the calculation gives 66.4 kcal per mole. Its SMILES is C=CN.CC=O. The calculation puts the HOMO energy at -7.9 eV.

***

Computed, not measured: the molecule C16H24N2O4, with the ωB97M-V functional and the def2-TZVPD basis.

The geometry in XYZ format:
```
46
Properties=species:S:1:pos:R:3:lowdin_charge:R:1
C 5.8328 2.6286 4.5363 -0.095
O 5.5840 1.6116 3.5979 -0.089
C 4.3067 1.1517 3.4609 -0.282
C 4.1209 0.1353 2.5263 0.009
C 2.8724 -0.4083 2.3003 -0.005
C 1.7750 0.0584 3.0155 -0.272
O 0.4871 -0.4024 2.8680 -0.062
C 0.2824 -1.5247 2.0429 -0.101
C 0.4785 -1.2414 0.5479 -0.510
O 0.8048 -2.1080 -0.2356 0.061
N 0.2512 0.0409 0.2167 0.082
C 0.3536 0.5361 -1.1357 -0.174
C -1.0135 0.6953 -1.8034 -0.163
C -1.7421 -0.6470 -1.9131 -0.208
N -2.7187 -0.6333 -2.9868 -0.182
C -3.9024 0.1458 -2.6672 -0.171
C -4.8186 0.1883 -3.8905 -0.200
O -5.1946 -1.1041 -4.3012 -0.134
C -4.0527 -1.8768 -4.5893 -0.199
C -3.1237 -1.9727 -3.3797 -0.173
C 1.9557 1.0750 3.9461 -0.002
C 3.2060 1.6202 4.1706 -0.019
H 6.9019 2.8270 4.4786 0.092
H 5.5792 2.3099 5.5527 0.095
H 5.2826 3.5441 4.2945 0.094
H 4.9782 -0.2201 1.9774 0.121
H 2.7699 -1.1874 1.5621 0.112
H -0.7612 -1.8156 2.2016 0.141
H 0.9223 -2.3666 2.3319 0.140
H -0.0663 0.6712 0.9380 0.150
H 0.8789 1.4955 -1.1195 0.121
H 0.9516 -0.1915 -1.6894 0.124
H -1.6105 1.4143 -1.2387 0.105
H -0.8662 1.0877 -2.8099 0.119
H -2.2031 -0.9110 -0.9448 0.128
H -1.0078 -1.4204 -2.1484 0.117
H -3.6057 1.1628 -2.4081 0.117
H -4.4543 -0.2929 -1.8153 0.131
H -5.7445 0.7194 -3.6623 0.124
H -4.2935 0.7015 -4.7105 0.127
H -4.4152 -2.8646 -4.8786 0.124
H -3.5013 -1.4269 -5.4286 0.126
H -2.2350 -2.5470 -3.6477 0.125
H -3.6494 -2.4947 -2.5601 0.131
H 1.0987 1.4311 4.4960 0.119
H 3.3056 2.4059 4.9023 0.103
```

The frontier orbital gap is 8.87 eV. For the relative energy (zero: lowest compared OMol25 entry of this formula, charge and spin), the calculation gives 62.6 kcal per mole. Its SMILES is COc1ccc(OCC(=O)NCCCN2CCOCC2)cc1. The calculation puts the HOMO energy at -8.2 eV.

***

Computed, not measured: C5H5ClNNi as an isolated structure, with the ωB97M-V functional and the def2-TZVPD basis.

The geometry in XYZ format:
```
13
Properties=species:S:1:pos:R:3:lowdin_charge:R:1
Ni 1.0965 5.0787 -2.5629 0.363
Cl 1.1448 2.7872 -2.2777 -0.160
N -1.3921 -0.4554 -0.5662 0.210
C -1.6372 -1.2165 0.4569 -0.041
C -0.6302 -1.4031 1.4601 0.052
C 0.6303 -0.9064 1.1999 -0.015
C 0.8940 -0.1010 0.1095 0.008
C -0.1352 -0.0016 -0.8140 -0.036
H -2.6583 -1.5202 0.6511 0.142
H -0.7381 -1.9776 2.3714 0.136
H 1.4930 -1.0712 1.8389 0.138
H 1.8551 0.3559 -0.0767 0.129
H 0.0774 0.4312 -1.7903 0.074
```

The frontier orbital gap (alpha / beta) is 8.60 / 3.89 eV. For the relative energy (zero: lowest compared OMol25 entry of this formula, charge and spin), the calculation gives 0.0 kcal per mole. As for the total charge: +1. As for the expectation value of S²: 2.019. The calculation puts the HOMO energy (alpha / beta) at -12.8 / -12.4 eV. The spin multiplicity is 3.

***

Computed energy, in the same sequence as the records: -307.5211 -1387.5860 -1086.7212 -287.7266 -1034.5289 -2216.4013 Ha.